Model A:
Formula: C2H3NO2
Source: the OMol25 dataset
Level of theory: ωB97M-V/def2-TZVPD

ORCA input file:
```
! RIJCOSX wB97M-V def2-TZVPD def2/J DEFGRID3
* xyz 0 1
C -0.4165 0.0987 0.3291
C 0.6152 0.9481 -0.4590
N -1.6649 0.1773 -0.3994
O 1.4941 1.4395 0.1902
O -2.4858 0.9082 0.0969
H 0.0040 -0.8422 0.0047
H -0.4595 0.3816 1.4606
H 0.7551 0.8574 -1.6374
*
```

The HOMO energy comes out at -9.5530 eV. As for the SMILES: O=CCN=O. The value obtained for the frontier orbital gap is 9.2 eV.

---

Model B:
Formula: C2H3NO2
Source: the OMol25 dataset
Level of theory: ωB97M-V/def2-TZVPD

ORCA input file:
```
! RIJCOSX wB97M-V def2-TZVPD def2/J DEFGRID3
* xyz 0 1
C 0.1348 1.0327 0.4187
C -0.9668 0.0733 0.2769
N 0.2011 0.1474 -0.6180
O 0.6910 1.9125 0.9943
O 1.3335 -1.1304 -0.4674
H -0.8539 -0.8216 0.9266
H -1.7811 0.3117 -0.2650
H 1.2415 -1.5256 -1.2661
*
```

The HOMO energy comes out at -10.2041 eV. The value obtained for the frontier orbital gap is 9.4 eV.

---

What should be chosen as the most stable of them? Choose model A.

---

Model A:
Formula: C2H3NO2
Source: the OMol25 dataset
Level of theory: ωB97M-V/def2-TZVPD

ORCA input file:
```
! RIJCOSX wB97M-V def2-TZVPD def2/J DEFGRID3
* xyz 0 1
N -1.1670 -0.2937 0.4763
C -0.2821 0.6726 0.1473
O -0.4907 1.7965 -0.1961
C 1.4038 -0.4142 -0.7967
O 1.0650 0.2127 0.3071
H -2.1208 -0.1277 0.1931
H -0.8602 -1.2536 0.5059
H 2.4836 -0.6250 -0.6513
*
```

The HOMO energy comes out at -9.2681 eV. The value obtained for the frontier orbital gap is 9.5 eV.

---

Model B:
Formula: C2H3NO2
Source: the OMol25 dataset
Level of theory: ωB97M-V/def2-TZVPD

ORCA input file:
```
! RIJCOSX wB97M-V def2-TZVPD def2/J DEFGRID3
* xyz 0 1
C 0.6040 -0.0203 1.7778
C -0.2727 0.0734 -1.4154
N -0.5072 -0.7733 -0.2805
O 1.6371 -0.5194 1.9993
O -1.3695 0.2128 -0.4936
H -0.2244 0.5744 2.0904
H 0.6334 0.7249 -1.2446
H -0.5007 -0.2725 -2.4333
*
```

The HOMO energy (spin up / spin down) comes out at -7.2371 / -8.6600 eV. The value obtained for the frontier orbital gap (spin up / spin down) is 7.6 / 9.4 eV.

---

Model C:
Formula: C2H3NO2
Source: the OMol25 dataset
Level of theory: ωB97M-V/def2-TZVPD

ORCA input file:
```
! RIJCOSX wB97M-V def2-TZVPD def2/J DEFGRID3
* xyz 0 1
C 0.8445 0.1454 -0.0607
C -0.3033 0.9663 0.0462
N -1.1444 -1.5731 0.4650
O 0.8839 -0.8026 -0.8818
O -0.4177 -2.0010 -0.2876
H 1.7325 0.4400 0.7201
H -0.4309 1.9705 0.6066
H -1.1646 0.8544 -0.6078
*
```

The HOMO energy (spin up / spin down) comes out at -8.6791 / -8.6736 eV. The value obtained for the frontier orbital gap (spin up / spin down) is 7.6 / 7.5 eV.

---

What should be chosen as the most stable of them? Choose model A.

---

Model A:
Formula: C2H3NO2
Source: the OMol25 dataset
Level of theory: ωB97M-V/def2-TZVPD

ORCA input file:
```
! RIJCOSX wB97M-V def2-TZVPD def2/J DEFGRID3
* xyz 0 1
C 0.3775 -0.5457 -0.3442
C -2.4375 0.4234 -0.0726
N 1.0471 0.4783 -0.3040
O -1.0415 -0.4731 -0.0575
O -3.4423 -0.1779 0.1514
H 0.7220 -1.5471 -0.3474
H -2.2922 1.3880 -0.3262
H 2.0933 0.2461 -0.4025
*
```

The HOMO energy comes out at -10.4940 eV. As for the SMILES: [H]/N=C/OC=O. The value obtained for the frontier orbital gap is 11.0 eV.

---

Model B:
Formula: C2H3NO2
Source: the OMol25 dataset
Level of theory: ωB97M-V/def2-TZVPD

ORCA input file:
```
! RIJCOSX wB97M-V def2-TZVPD def2/J DEFGRID3
* xyz 0 1
C -0.2264 -0.9674 0.4214
C -0.9294 -0.4015 -0.7625
H 1.6794 1.1274 1.2052
H -0.3276 -1.9342 0.8694
H -2.0189 -0.8813 -1.0430
N 0.7028 -0.3420 1.0537
O 0.8013 1.0011 0.7012
O -0.4660 0.5358 -1.4963
*
```

The HOMO energy comes out at -9.8474 eV. As for the SMILES: O=C/C=N\O. The value obtained for the frontier orbital gap is 9.4 eV.

---

What should be chosen as the most stable of them? Choose model A.

---

Model A:
Formula: C2H3NO2
Source: the OMol25 dataset
Level of theory: ωB97M-V/def2-TZVPD

ORCA input file:
```
! RIJCOSX wB97M-V def2-TZVPD def2/J DEFGRID3
* xyz 0 1
C 1.5446 -1.0110 1.3000
C -1.1158 -0.0908 -0.4035
N 1.2814 -0.7101 2.4419
O 1.7182 -1.4065 0.2198
O -0.6992 0.9706 -0.0712
H -0.6286 -1.0826 -0.1710
H -2.0314 -0.1486 -1.1329
H 1.6196 -0.0709 3.0166
*
```

The HOMO energy comes out at -10.1187 eV. As for the SMILES: N=C=O.C=O. The value obtained for the frontier orbital gap is 10.9 eV.

---

Model B:
Formula: C2H3NO2
Source: the OMol25 dataset
Level of theory: ωB97M-V/def2-TZVPD

ORCA input file:
```
! RIJCOSX wB97M-V def2-TZVPD def2/J DEFGRID3
* xyz 0 1
C -0.8121 -0.4335 -0.5242
C 0.0240 0.5630 0.3413
N 0.4215 -1.1127 -0.8650
O 1.1747 -0.2055 -0.0327
O -0.1025 1.6639 0.9717
H -1.7179 -0.2411 -1.1655
H 0.3408 -1.9248 -0.3012
H 0.6716 1.6907 1.5756
*
```

The HOMO energy comes out at -7.8520 eV. As for the SMILES: Oc1c[nH]o1. The value obtained for the frontier orbital gap is 8.3 eV.

---

Model C:
Formula: C2H3NO2
Source: the OMol25 dataset
Level of theory: ωB97M-V/def2-TZVPD

ORCA input file:
```
! RIJCOSX wB97M-V def2-TZVPD def2/J DEFGRID3
* xyz 0 1
C -1.4728 0.6493 0.1590
C -0.9585 -0.4871 -0.3813
N -1.6642 1.7937 0.1464
O 1.9106 0.4450 0.0352
O -0.6737 -1.6669 0.1358
H 0.9916 0.2437 0.0940
H 2.0547 1.3402 0.1862
H -0.1876 -2.3179 -0.3753
*
```

The HOMO energy (spin up / spin down) comes out at -9.2825 / -9.2895 eV. The value obtained for the frontier orbital gap (spin up / spin down) is 7.7 / 7.7 eV.

---

What should be chosen as the most stable of them? Choose model A.

---

Model A:
Formula: C8H19NO
Source: the OMol25 dataset
Level of theory: ωB97M-V/def2-TZVPD

ORCA input file:
```
! RIJCOSX wB97M-V def2-TZVPD def2/J DEFGRID3
* xyz 0 1
C 0.5760 1.2238 -0.1930
C 0.7403 1.8594 1.1158
C -0.1574 2.8026 -2.0894
C -2.5231 0.4535 0.0040
C -1.7569 1.6962 -0.6010
O -2.4381 2.6850 -0.4193
N -0.4817 1.6363 -1.1496
H 1.5162 1.1583 -0.7438
H 0.3189 0.1075 -0.0335
H 0.9341 2.9410 1.3208
H 1.6950 1.3782 1.5054
H 0.4221 2.6584 -3.0640
H -2.1988 -0.4126 -0.5741
H -0.1335 1.8164 1.7505
H -1.1297 2.9841 -2.6109
H -0.0871 3.7709 -1.6251
H -2.1899 0.2699 1.0500
H -3.6051 0.6001 0.0982
C 0.4501 -2.9767 0.5352
C 0.7291 -1.9114 1.5946
C 1.6505 -3.2425 -0.3898
H 0.3241 -3.8895 1.1065
H -0.5423 -2.9711 0.0167
H 1.6154 -2.0803 2.1803
H -0.1782 -1.7620 2.2005
H 1.8166 -2.5339 -1.2194
H 2.4372 -3.3201 0.3882
H 0.7010 -0.9177 1.0837
H 1.4949 -4.0234 -1.2376
*
```

The HOMO energy comes out at -9.3236 eV. As for the SMILES: CCN(C)C(C)=O.CCC. The value obtained for the frontier orbital gap is 10.2 eV.

---

Model B:
Formula: C8H19NO
Source: the OMol25 dataset
Level of theory: ωB97M-V/def2-TZVPD

ORCA input file:
```
! RIJCOSX wB97M-V def2-TZVPD def2/J DEFGRID3
* xyz 0 1
C -1.3788 -0.4617 1.3479
C -0.0931 -1.2819 1.4983
C -2.3216 -0.7178 2.5306
C -2.0670 -0.7995 0.0579
C -2.3751 0.0686 -0.8934
H -1.1215 0.6024 1.3361
H -2.3088 -1.8500 -0.0728
H -0.3205 -2.3484 1.5229
H -1.8297 -0.4557 3.4676
H 0.5896 -1.1034 0.6697
H 0.4221 -1.0116 2.4202
H -2.6022 -1.7708 2.5753
H -3.2274 -0.1184 2.4432
H -2.9724 -0.2107 -1.7488
H -2.2276 1.1330 -0.7647
C 1.1956 2.3377 0.5441
C 3.1601 -0.1133 -2.0913
C 0.8206 -0.3704 -2.2455
N 1.9338 -0.7270 -1.6789
O 1.2527 1.3557 -0.4477
H 0.6336 3.2253 0.2247
H 2.2245 2.6713 0.7245
H 0.8105 1.9624 1.5007
H 3.7869 -0.8941 -2.5385
H 0.8292 0.2379 -3.1585
H 3.6817 0.2398 -1.2030
H 3.0336 0.7256 -2.7868
H 0.4388 0.7894 -0.9916
H 0.0323 -1.1142 -2.2421
*
```

The HOMO energy comes out at -9.6411 eV. As for the SMILES: C=CC(C)C.C=NC.CO. The value obtained for the frontier orbital gap is 10.2 eV.

---

What should be chosen as the most stable of them? Choose model A.

---

Model A:
Formula: C8H19NO
Source: the OMol25 dataset
Level of theory: ωB97M-V/def2-TZVPD

ORCA input file:
```
! RIJCOSX wB97M-V def2-TZVPD def2/J DEFGRID3
* xyz 0 1
C 1.5358 -0.3147 0.1076
C -1.1253 -0.3378 0.3690
C -0.2126 0.7390 0.1805
C -2.7781 0.7081 0.6843
C 1.5432 -1.5241 1.0230
C 1.8114 -0.7227 -1.3260
C 2.5516 0.7042 0.5888
C -0.3298 1.5722 -1.0689
N -3.9041 0.0584 0.1091
O -1.4076 -1.1500 -0.7147
H -0.9806 -2.0034 -0.5870
H -1.0327 -0.8881 1.3068
H -0.0612 1.3110 1.0928
H -3.9102 0.1594 -0.8992
H -3.9021 -0.9327 0.3292
H -2.7999 0.6533 1.7712
H -2.7772 1.7477 0.3682
H 0.8762 -2.3166 0.6726
H 1.2583 -1.2569 2.0432
H 2.5420 -1.9814 1.0738
H 2.7518 -1.2883 -1.4074
H 1.0290 -1.3643 -1.7346
H 1.9123 0.1464 -1.9765
H 2.3786 0.9749 1.6326
H 2.5220 1.6158 -0.0106
H 3.5787 0.3163 0.5249
H -1.0712 2.3614 -0.9363
H 0.6194 2.0554 -1.2977
H -0.6176 0.9575 -1.9188
*
```

The HOMO energy comes out at -7.1784 eV. The value obtained for the frontier orbital gap is 7.8 eV.

---

Model B:
Formula: C8H19NO
Source: the OMol25 dataset
Level of theory: ωB97M-V/def2-TZVPD

ORCA input file:
```
! RIJCOSX wB97M-V def2-TZVPD def2/J DEFGRID3
* xyz 0 1
C 4.0561 -1.1421 -0.3316
C 3.0625 -0.1097 0.1830
C 3.7978 1.2273 0.1876
C 1.7994 -0.1788 -0.6686
C -3.1845 -0.8996 0.0184
C -4.6590 -0.7672 0.4331
C -4.6013 0.7392 0.1719
C -3.1169 0.6107 -0.2121
H 4.9287 -1.2021 0.3129
H 4.4154 -0.8782 -1.3322
H 3.5853 -2.1230 -0.3825
H 4.1548 1.5036 -0.8095
H 4.6588 1.1276 0.8538
H 3.1831 2.0612 0.5405
H 1.6683 -0.0536 1.5158
H 1.9763 0.2424 -1.6634
H 1.5532 -1.2459 -0.8104
H -0.1992 0.1484 -0.3099
H 0.7239 1.4589 -0.1390
H -3.0020 -1.5285 -0.8660
H -2.5468 -1.2442 0.8444
H -4.8306 -0.9956 1.4865
H -5.3926 -1.2847 -0.1949
H -4.7717 1.3595 1.0338
H -5.2316 1.0527 -0.6665
H -2.8831 0.8959 -1.2453
H -2.4480 1.1375 0.4606
N 0.7019 0.4637 0.0699
O 2.6021 -0.3755 1.5198
*
```

The HOMO energy comes out at -9.6933 eV. As for the SMILES: CC(C)(O)CN.C1CCC1. The value obtained for the frontier orbital gap is 10.5 eV.

---

What should be chosen as the most stable of them? Choose model B.